1.
This record from the Open Molecules 2025 dataset describes C4H8O3 in the gas phase at a distorted geometry. The level of theory is wB97M-V/def2-TZVPD.

XYZ file:
```
15
C4H8O3 (wB97M-V/def2-TZVPD)
C -0.88 0.63 -1.41
C -0.76 -0.56 -0.48
O -0.26 -1.67 -1.20
C 0.26 -0.45 0.62
O 0.42 -1.38 1.41
C 0.91 0.83 0.98
O 1.96 0.57 1.83
H -1.57 0.37 -2.22
H -1.27 1.52 -0.91
H 0.09 0.87 -1.87
H -1.75 -0.77 -0.03
H 0.01 -2.29 -0.51
H -0.09 1.05 1.44
H 1.14 1.64 0.28
H 1.80 -0.37 2.07
```

Results
- SMILES: C[C@@H](O)C(=O)CO
- LUMO: 0.56 eV
- Frontier orbital gap: 0.39025 hartree
- Energy relative to the best compared isomer or geometry (same formula, charge and spin): 1.952 eV
- Strongest force on any atom: 1.52 eV Å⁻¹

---

2.
This record from the Open Molecules 2025 dataset describes C4H8O3 in the gas phase. The level of theory is wB97M-V/def2-TZVPD.

XYZ file:
```
15
C4H8O3 (wB97M-V/def2-TZVPD)
O 1.08 -0.65 -1.24
C 0.58 -0.54 -0.14
C 1.41 -0.07 1.03
O 2.72 0.22 0.64
C -0.90 -0.77 0.09
C -1.66 0.36 -0.63
O -1.05 1.62 -0.41
H 0.91 0.82 1.44
H 1.38 -0.85 1.82
H 2.76 -0.02 -0.30
H -1.18 -1.74 -0.33
H -1.13 -0.79 1.16
H -1.71 0.13 -1.70
H -2.68 0.41 -0.24
H -0.54 1.87 -1.20
```

Results
- SMILES: O=C(CO)CCO
- LUMO: 0.78 eV
- Frontier orbital gap: 0.40604 hartree
- Energy relative to the best compared isomer or geometry (same formula, charge and spin): 1.337 eV
- Strongest force on any atom: 0.48 eV Å⁻¹

---

3.
This record from the Open Molecules 2025 dataset describes C4H8O3S in the gas phase at a distorted geometry. The level of theory is wB97M-V/def2-TZVPD.

XYZ file:
```
16
C4H8O3S (wB97M-V/def2-TZVPD)
C -0.88 -2.05 -1.32
C -1.48 -1.58 -0.29
S -0.47 -0.22 0.84
O 0.37 -0.89 1.83
O -1.45 0.67 1.30
C 0.75 0.68 -0.26
C 0.59 2.11 0.31
O 1.99 0.01 0.07
H -1.26 -2.62 -2.01
H 0.28 -1.97 -1.46
H -2.44 -1.56 0.03
H 0.44 0.42 -1.30
H 0.77 2.11 1.40
H -0.51 2.41 0.04
H 1.29 2.81 -0.19
H 2.02 -0.32 1.04
```

Results
- SMILES: C=CS(=O)(=O)[C@@H](C)O
- LUMO: 0.77 eV
- Frontier orbital gap: 0.39617 hartree
- Energy relative to the best compared isomer or geometry (same formula, charge and spin): 3.637 eV
- Strongest force on any atom: 5.94 eV Å⁻¹

---

4.
This record from the Open Molecules 2025 dataset describes a molecular structure, C4H8O3Tl at a distorted geometry. The level of theory is wB97M-V/def2-TZVPD.

XYZ file:
```
16
C4H8O3Tl (wB97M-V/def2-TZVPD)
O 2.05 1.03 -0.38
C 2.23 -0.29 -0.10
O 0.97 -0.76 0.52
C 0.10 -1.59 -0.26
C -1.30 -1.17 -0.02
O -1.46 0.21 -0.10
C -2.81 0.68 -0.08
Tl 0.27 1.19 0.29
H 3.00 -0.48 0.67
H 2.41 -0.92 -0.99
H -0.14 -2.65 0.12
H -2.02 -1.69 0.60
H -2.78 1.77 -0.14
H -3.34 0.26 -0.95
H -3.29 0.36 0.85
H 0.40 -1.56 -1.32
```

Results
- <S²>: 0.762
- LUMO (spin up / spin down): -12.43 / -12.34 eV
- Frontier orbital gap (spin up / spin down): 0.21892 / 0.28126 hartree
- 2S+1: 2
- Energy relative to the best compared isomer or geometry (same formula, charge and spin): 6.405 eV
- Strongest force on any atom: 5.18 eV Å⁻¹
- Net charge: +2

---

5.
This record from the Open Molecules 2025 dataset describes C4H8O4 in the gas phase. The level of theory is wB97M-V/def2-TZVPD.

XYZ file:
```
16
C4H8O4 (wB97M-V/def2-TZVPD)
C -1.38 -0.39 0.80
C -0.30 0.38 -2.32
C 1.85 0.46 1.42
C -0.08 -0.20 0.05
O -0.67 0.70 -0.98
O 0.50 0.74 1.05
O -1.81 -1.57 1.07
O 0.58 -1.19 -0.31
H -2.66 -1.56 1.55
H -1.96 0.48 1.12
H -0.27 -0.70 -2.48
H -1.05 0.84 -2.97
H 0.68 0.79 -2.56
H 2.54 0.86 0.68
H 2.02 0.95 2.38
H 2.02 -0.62 1.51
```

Results
- LUMO: -0.71 eV
- Frontier orbital gap: 0.30824 hartree
- Energy relative to the best compared isomer or geometry (same formula, charge and spin): 5.149 eV
- Strongest force on any atom: 0.67 eV Å⁻¹

---

6.
This record from the Open Molecules 2025 dataset describes a molecular structure, C4H8O4Rb at a distorted geometry. The level of theory is wB97M-V/def2-TZVPD.

XYZ file:
```
17
C4H8O4Rb (wB97M-V/def2-TZVPD)
Rb 0.53 1.25 -0.32
O 0.85 -0.11 2.61
C 2.16 -0.75 2.57
C 2.86 -1.21 1.23
O 2.34 -2.31 0.44
H 2.34 -1.40 3.42
H 2.74 0.15 2.78
H 3.91 -1.49 1.36
H 2.85 -0.36 0.54
O -1.53 -0.73 -1.11
C -2.28 0.06 -2.02
C -2.84 1.51 -1.69
O -2.02 2.56 -1.20
H -3.09 -0.63 -2.27
H -1.74 0.13 -2.97
H -3.60 1.41 -0.92
H -3.49 1.91 -2.47
```

Results
- <S²>: 0.762
- LUMO (spin up / spin down): 4.11 / 4.10 eV
- Frontier orbital gap (spin up / spin down): 0.11306 / 0.11238 hartree
- 2S+1: 2
- Strongest force on any atom: 4.43 eV Å⁻¹
- Net charge: -2

---

7.
This record from the Open Molecules 2025 dataset describes C4H8O5 in the gas phase at a distorted geometry. The level of theory is wB97M-V/def2-TZVPD.

XYZ file:
```
17
C4H8O5 (wB97M-V/def2-TZVPD)
C 0.80 -1.13 1.30
C 1.03 -0.44 -0.02
O 2.01 -0.65 -0.72
C -0.29 -0.08 -0.84
O -1.31 -1.02 -0.56
O 0.04 -0.02 -2.18
C -0.68 1.29 -0.30
O -1.80 1.32 0.43
O 0.74 1.47 0.52
H 0.24 -0.47 1.97
H 0.21 -2.03 1.14
H 1.75 -1.38 1.75
H -1.85 -1.09 -1.36
H 1.00 -0.28 -2.20
H -0.62 2.11 -1.01
H -2.00 0.41 0.73
H 0.71 1.98 1.34
```

Results
- SMILES: CC(=O)C(O)(O)C(O)O
- LUMO: 0.54 eV
- Frontier orbital gap: 0.37809 hartree
- Energy relative to the best compared isomer or geometry (same formula, charge and spin): 1.877 eV
- Strongest force on any atom: 3.14 eV Å⁻¹

---

8.
This record from the Open Molecules 2025 dataset describes a molecular structure, C4H8O5S at a distorted geometry. The level of theory is wB97M-V/def2-TZVPD.

XYZ file:
```
18
C4H8O5S (wB97M-V/def2-TZVPD)
C 1.52 1.24 0.05
C 1.44 -1.14 0.31
C -0.03 1.12 -0.08
C 0.06 -1.41 -0.21
O -2.72 -1.23 0.69
O -2.08 -0.18 -1.46
O -2.85 1.16 0.50
O 2.05 -0.01 -0.42
O -0.56 0.06 0.60
S -2.32 -0.07 -0.03
H 1.85 2.04 -0.56
H 1.83 1.38 1.00
H 1.37 -0.85 1.30
H 2.05 -2.05 -0.06
H -0.49 1.99 0.43
H -0.28 1.10 -1.11
H -0.13 -1.19 -1.26
H -0.71 -1.96 0.31
```

Results
- LUMO: -0.03 eV
- Frontier orbital gap: 0.38865 hartree
- Energy relative to the best compared isomer or geometry (same formula, charge and spin): 2.458 eV
- Strongest force on any atom: 4.57 eV Å⁻¹

---

9.
This record from the Open Molecules 2025 dataset describes a molecular structure, C4H8O5S2 at a distorted geometry. The level of theory is wB97M-V/def2-TZVPD.

XYZ file:
```
19
C4H8O5S2 (wB97M-V/def2-TZVPD)
C -0.65 -1.88 1.59
C -0.47 -0.90 0.77
C 1.51 1.91 0.37
C -1.34 -0.68 -2.07
O -1.50 1.31 -0.33
O -2.94 -0.47 0.10
O 1.87 -1.56 -1.19
O 2.67 -0.79 1.00
O 1.51 0.84 -0.57
S -1.63 -0.11 -0.33
S 1.70 -0.68 -0.06
H 0.14 -2.35 2.17
H -1.75 -2.23 1.79
H 0.97 1.81 1.29
H 1.24 2.87 -0.20
H 2.63 2.09 0.58
H -2.23 -1.41 -2.33
H -1.54 0.26 -2.70
H -0.39 -0.98 -2.24
```

Results
- LUMO: -0.84 eV
- Frontier orbital gap: 0.35103 hartree
- Strongest force on any atom: 5.27 eV Å⁻¹

---

10.
This record from the Open Molecules 2025 dataset describes C4H8OS in the gas phase at a distorted geometry. The level of theory is wB97M-V/def2-TZVPD.

XYZ file:
```
14
C4H8OS (wB97M-V/def2-TZVPD)
C -0.28 -2.02 -0.56
C -0.78 -0.82 -0.06
C 0.08 0.54 0.25
C -0.83 1.80 0.00
S 1.62 0.44 -0.56
O 2.53 -0.22 0.65
H -0.83 -2.86 -0.56
H 0.61 -2.16 -1.06
H -1.75 -0.79 0.37
H 0.13 0.52 1.29
H -0.68 2.37 -0.92
H -0.71 2.68 0.61
H -1.94 1.60 0.04
H 2.83 -1.09 0.52
```

Results
- SMILES: C=C[C@H](C)SO
- LUMO: 0.67 eV
- Frontier orbital gap: 0.33874 hartree
- Energy relative to the best compared isomer or geometry (same formula, charge and spin): 2.658 eV
- Strongest force on any atom: 6.16 eV Å⁻¹

---

11.
This record from the Open Molecules 2025 dataset describes a molecular structure, C4H8OS at a distorted geometry. The level of theory is wB97M-V/def2-TZVPD.

XYZ file:
```
14
C4H8OS (wB97M-V/def2-TZVPD)
C 0.50 0.10 -1.08
C 0.49 -0.82 0.13
C 0.64 1.43 -0.41
C -0.61 -1.00 1.01
O -0.57 1.96 0.04
S 1.71 0.92 1.05
H 1.35 -0.06 -1.73
H -0.37 0.08 -1.69
H 1.16 -1.68 0.06
H 1.24 2.31 -0.95
H -1.15 -1.91 0.70
H -1.11 -0.08 1.13
H -0.35 -1.27 1.94
H -0.34 2.67 0.66
```

Results
- LUMO: 0.07 eV
- Frontier orbital gap: 0.31728 hartree
- Energy relative to the best compared isomer or geometry (same formula, charge and spin): 2.257 eV
- Strongest force on any atom: 4.46 eV Å⁻¹

---

12.
This record from the Open Molecules 2025 dataset describes C4H8OS in the gas phase at a distorted geometry. The level of theory is wB97M-V/def2-TZVPD.

XYZ file:
```
14
C4H8OS (wB97M-V/def2-TZVPD)
C -0.24 0.46 3.11
C -0.15 0.20 1.78
S -1.55 0.20 0.68
C -0.79 0.30 -0.95
O 0.33 -0.52 -0.86
C 0.93 -0.76 -2.10
H 0.71 0.58 3.69
H -1.20 0.71 3.65
H 0.82 0.12 1.28
H -1.55 -0.17 -1.67
H -0.60 1.35 -1.25
H 0.87 -1.83 -2.38
H 0.42 -0.20 -2.88
H 1.99 -0.45 -2.09
```

Results
- SMILES: C=CSCOC
- LUMO: 0.88 eV
- Frontier orbital gap: 0.33390 hartree
- Energy relative to the best compared isomer or geometry (same formula, charge and spin): 1.952 eV
- Strongest force on any atom: 1.41 eV Å⁻¹